No. 1
Computed, not measured: a cluster of 3 separate species, C19H33N2O2P2 in total, with ωB97M-V with the def2-TZVPD basis set.

The geometry in ORCA input format:
```
! RIJCOSX wB97M-V def2-TZVPD def2/J DEFGRID3
* xyz 1 1
C 3.217 -0.159 0.826
O 2.635 0.592 -0.224
C 3.252 0.443 -1.497
C 2.332 -0.301 -2.466
C 1.749 -1.606 -1.902
C 0.312 -1.917 -2.365
C -0.600 -2.283 -1.187
C -2.092 -2.317 -1.495
N -2.837 -1.001 -1.215
P -2.135 0.520 -1.991
N -0.811 0.927 -1.359
P -3.181 -0.783 0.565
O -4.627 -0.891 0.754
H 3.982 0.424 1.348
H 2.429 -0.419 1.534
H 3.675 -1.082 0.461
H 4.228 -0.040 -1.397
H 3.431 1.445 -1.894
H 2.894 -0.500 -3.382
H 1.520 0.380 -2.731
H 2.401 -2.439 -2.172
H 1.755 -1.549 -0.812
H -0.082 -1.056 -2.912
H 0.302 -2.753 -3.069
H -0.401 -1.620 -0.341
H -0.340 -3.289 -0.849
H -2.297 -2.571 -2.535
H -2.612 -3.046 -0.872
H -3.789 -1.120 -1.585
H -2.142 -0.015 -3.285
H -3.305 1.297 -1.900
H -0.743 1.813 -0.869
H -2.344 -1.784 1.069
H -2.563 0.452 0.801
C -0.863 -1.968 5.289
C -0.802 -3.342 5.483
C -1.771 -4.169 4.930
C -2.804 -3.624 4.180
C -2.864 -2.250 3.988
C -1.897 -1.420 4.541
H -0.113 -1.325 5.730
H -0.001 -3.768 6.072
H -1.725 -5.238 5.092
H -3.565 -4.267 3.755
H -3.690 -1.826 3.425
H -1.955 -0.346 4.406
C 2.381 5.862 -0.797
C 2.436 4.503 -0.524
C 1.619 3.619 -1.218
C 0.753 4.104 -2.192
C 0.697 5.464 -2.466
C 1.510 6.344 -1.765
H 3.018 6.549 -0.255
H 3.115 4.127 0.230
H 1.668 2.561 -0.989
H 0.137 3.416 -2.759
H 0.029 5.839 -3.231
H 1.470 7.404 -1.978
*
```

Formally, the Mulliken partial charges of the atoms, in units of the elementary charge, are as follows: number 1, C, carries -0.94; number 2, O, carries -0.42; number 3, C, carries -0.97; number 4, C, carries -0.47; number 5, C, carries -0.54; number 6, C, carries -0.73; number 7, C, carries -0.37; number 8, C, carries -1.18; number 9, N, carries -0.34; number 10, P, carries 0.02; number 11, N, carries -0.30; number 12, P, carries 0.60; number 13, O, carries -0.59; number 14, H, carries 0.29; number 15, H, carries 0.27; number 16, H, carries 0.40; number 17, H, carries 0.52; number 18, H, carries 0.51; number 19, H, carries 0.41; number 20, H, carries 0.22; number 21, H, carries 0.44; number 22, H, carries 0.22; number 23, H, carries 0.27; number 24, H, carries 0.44; number 25, H, carries 0.37; number 26, H, carries 0.46; number 27, H, carries 0.48; number 28, H, carries 0.44; number 29, H, carries 0.46; number 30, H, carries 0.17; number 31, H, carries 0.16; number 32, H, carries 0.33; number 33, H, carries 0.14; number 34, H, carries 0.14; number 35, C, carries -0.45; number 36, C, carries -0.40; number 37, C, carries -0.38; number 38, C, carries -0.57; number 39, C, carries -0.45; number 40, C, carries -0.45; number 41, H, carries 0.39; number 42, H, carries 0.38; number 43, H, carries 0.38; number 44, H, carries 0.40; number 45, H, carries 0.73; number 46, H, carries 0.41; number 47, C, carries -0.38; number 48, C, carries -0.63; number 49, C, carries 0.15; number 50, C, carries -0.25; number 51, C, carries -0.54; number 52, C, carries -0.41; number 53, H, carries 0.37; number 54, H, carries 0.39; number 55, H, carries 0.21; number 56, H, carries 0.43; number 57, H, carries 0.37; number 58, H, carries 0.37

No. 2
Computed, not measured: a structure of composition C22H12LuN5S2, with ωB97M-V with the def2-TZVPD basis set.

The geometry in ORCA input format:
```
! RIJCOSX wB97M-V def2-TZVPD def2/J DEFGRID3
* xyz 0 1
Lu 0.987 -0.301 0.614
C 2.520 3.973 0.111
C 2.369 2.614 0.206
N 1.194 2.016 0.400
C 0.035 2.773 0.393
C 0.117 4.169 0.163
C 1.395 4.723 0.015
C -1.086 4.910 -0.004
C -2.284 4.272 -0.125
C -2.277 2.808 -0.086
C -1.150 2.028 0.115
N -1.139 0.637 0.062
C -2.212 -0.196 -0.051
C -3.596 0.072 0.228
C -4.537 -0.936 0.197
C -4.159 -2.255 0.184
C -2.776 -2.591 -0.119
C -2.344 -3.907 -0.146
C -0.965 -4.221 -0.014
C -0.028 -3.185 -0.080
N -0.405 -1.887 -0.196
C -1.761 -1.595 -0.093
H 3.540 4.404 0.079
H 3.203 1.939 0.268
H 1.472 5.801 -0.106
H -1.017 6.003 0.057
H -3.171 4.826 -0.193
H -3.154 2.233 -0.431
H -3.970 1.130 0.297
H -5.552 -0.569 0.015
H -4.914 -3.020 0.363
H -3.099 -4.733 -0.212
H -0.665 -5.288 0.138
H 1.044 -3.452 -0.228
S 6.448 -0.996 -0.299
C 5.540 -2.334 -0.094
C 6.375 -3.540 0.052
N 6.947 -4.541 -0.038
C 4.056 -2.509 -0.170
S 3.145 -1.098 -0.430
C 3.374 -3.706 -0.468
N 2.500 -4.468 -0.374
*
```

Formally, the Mulliken partial charges of the atoms, in units of the elementary charge, are as follows: number 1, Lu, carries 1.18; number 2, C, carries -0.82; number 3, C, carries -0.04; number 4, N, carries -0.31; number 5, C, carries 0.14; number 6, C, carries 0.63; number 7, C, carries -0.39; number 8, C, carries -0.78; number 9, C, carries -1.06; number 10, C, carries -0.35; number 11, C, carries 0.82; number 12, N, carries -0.42; number 13, C, carries 0.65; number 14, C, carries -0.46; number 15, C, carries -0.73; number 16, C, carries -0.89; number 17, C, carries 0.60; number 18, C, carries -0.18; number 19, C, carries -0.95; number 20, C, carries 0.32; number 21, N, carries -0.40; number 22, C, carries 0.38; number 23, H, carries 0.37; number 24, H, carries 0.38; number 25, H, carries 0.38; number 26, H, carries 0.33; number 27, H, carries 0.48; number 28, H, carries 0.42; number 29, H, carries 0.24; number 30, H, carries 0.35; number 31, H, carries 0.34; number 32, H, carries 0.37; number 33, H, carries 0.39; number 34, H, carries 0.35; number 35, S, carries -0.34; number 36, C, carries 0.10; number 37, C, carries -0.01; number 38, N, carries -0.44; number 39, C, carries 0.27; number 40, S, carries -0.52; number 41, C, carries 0.35; number 42, N, carries -0.71

No. 3
Computed, not measured: a structure of composition C38H30GeN2O6PTi, with ωB97M-V with the def2-TZVPD basis set.

The geometry in ORCA input format:
```
! RIJCOSX wB97M-V def2-TZVPD def2/J DEFGRID3
* xyz 1 1
Ti -1.593 0.821 0.212
O -0.692 6.825 0.823
C -0.954 5.526 0.653
C -1.364 4.995 -0.578
C -1.598 3.640 -0.631
N -1.417 2.883 0.433
C -1.032 3.364 1.610
C -0.797 4.703 1.782
C -0.919 2.243 2.617
O -0.693 2.368 3.779
O -1.139 1.069 1.989
C -2.010 2.799 -1.824
O -2.053 3.217 -2.935
O -2.246 1.539 -1.425
H -0.835 7.323 0.009
H -1.489 5.609 -1.460
H -0.484 5.114 2.730
O -4.059 1.169 1.227
N -3.498 -0.019 0.784
C -4.232 -1.061 0.791
C -3.852 -2.415 0.406
C -4.883 -3.353 0.506
C -4.664 -4.684 0.199
C -3.402 -5.085 -0.208
C -2.376 -4.158 -0.314
C -2.575 -2.818 -0.011
P -1.164 -1.664 -0.184
C -0.001 -2.204 1.091
C 1.353 -1.910 0.933
C 2.245 -2.207 1.950
C 1.791 -2.783 3.129
C 0.445 -3.077 3.288
C -0.453 -2.793 2.269
C -0.487 -2.061 -1.811
C -0.910 -1.290 -2.893
C -0.490 -1.610 -4.174
C 0.345 -2.700 -4.378
C 0.778 -3.460 -3.300
C 0.374 -3.136 -2.015
H -5.027 1.088 1.207
H -5.261 -0.949 1.138
H -5.865 -3.033 0.828
H -5.470 -5.399 0.277
H -3.212 -6.122 -0.449
H -1.401 -4.494 -0.642
H 1.720 -1.456 0.020
H 3.295 -1.983 1.815
H 2.488 -3.009 3.924
H 0.091 -3.528 4.204
H -1.501 -3.031 2.402
H -1.558 -0.432 -2.741
H -0.816 -1.007 -5.011
H 0.668 -2.951 -5.378
H 1.441 -4.300 -3.457
H 0.740 -3.714 -1.175
Ge 1.407 1.753 -1.462
C 1.886 2.727 0.211
C 2.018 2.182 1.493
C 2.389 2.969 2.572
C 2.651 4.322 2.389
C 2.531 4.884 1.128
C 2.135 4.091 0.055
C 2.822 0.365 -1.396
C 2.765 -0.616 -2.391
C 3.722 -1.616 -2.478
C 4.779 -1.639 -1.580
C 4.872 -0.661 -0.599
C 3.901 0.326 -0.508
H -0.035 0.409 -0.305
H 1.838 1.124 1.654
H 2.466 2.532 3.559
H 2.948 4.935 3.231
H 2.743 5.935 0.979
H 2.020 4.550 -0.923
H 1.952 -0.602 -3.113
H 3.652 -2.367 -3.254
H 5.536 -2.410 -1.652
H 5.707 -0.662 0.089
H 3.995 1.074 0.267
*
```

Formally, the Mulliken partial charges of the atoms, in units of the elementary charge, are as follows: number 1, Ti, carries -1.38; number 2, O, carries -0.53; number 3, C, carries 0.97; number 4, C, carries -0.52; number 5, C, carries 0.24; number 6, N, carries -0.06; number 7, C, carries 0.89; number 8, C, carries -0.83; number 9, C, carries -0.04; number 10, O, carries -0.58; number 11, O, carries -0.01; number 12, C, carries 0.09; number 13, O, carries -0.60; number 14, O, carries -0.12; number 15, H, carries 0.32; number 16, H, carries 0.54; number 17, H, carries 0.62; number 18, O, carries -0.46; number 19, N, carries 0.57; number 20, C, carries 0.10; number 21, C, carries 0.69; number 22, C, carries -1.19; number 23, C, carries -0.81; number 24, C, carries -0.79; number 25, C, carries -0.75; number 26, C, carries 0.19; number 27, P, carries 2.15; number 28, C, carries 0.64; number 29, C, carries 0.16; number 30, C, carries -0.68; number 31, C, carries -0.78; number 32, C, carries -0.89; number 33, C, carries -0.73; number 34, C, carries 1.13; number 35, C, carries -0.96; number 36, C, carries -0.75; number 37, C, carries -0.57; number 38, C, carries -1.02; number 39, C, carries 0.14; number 40, H, carries 0.35; number 41, H, carries 0.35; number 42, H, carries 0.38; number 43, H, carries 0.42; number 44, H, carries 0.47; number 45, H, carries 0.36; number 46, H, carries 0.08; number 47, H, carries 0.56; number 48, H, carries 0.43; number 49, H, carries 0.45; number 50, H, carries 0.42; number 51, H, carries 0.11; number 52, H, carries 0.48; number 53, H, carries 0.42; number 54, H, carries 0.47; number 55, H, carries 0.39; number 56, Ge, carries 0.59; number 57, C, carries 0.66; number 58, C, carries -0.02; number 59, C, carries -0.57; number 60, C, carries -0.74; number 61, C, carries -0.69; number 62, C, carries -0.89; number 63, C, carries -0.22; number 64, C, carries -0.29; number 65, C, carries -0.64; number 66, C, carries -0.55; number 67, C, carries -0.77; number 68, C, carries -0.03; number 69, H, carries 0.39; number 70, H, carries 0.20; number 71, H, carries 0.47; number 72, H, carries 0.42; number 73, H, carries 0.47; number 74, H, carries 0.42; number 75, H, carries 0.51; number 76, H, carries 0.47; number 77, H, carries 0.43; number 78, H, carries 0.45; number 79, H, carries 0.42

Asked for electronic energy across the records above, the calculation gives -1686.16909; -3151.19174; -5294.62002 Eh in order.
Asked for relative energy (zero: lowest compared OMol25 entry of this formula, charge and spin) across the records above, the calculation gives 0.0; 80.6; 19.2 kcal/mol in order.